C36H26Cl2MnN6O2 | the ωB97M-V functional and the def2-TZVPD basis

Its total charge is -2. As for the HOMO energy (spin up / spin down): -1.2554 / -0.4532 eV. The orbital gap (spin up / spin down) is 5.81 / 5.01 eV. The energy relative to the best compared isomer or geometry (same formula, charge and spin) comes out at 12.5 kcal/mol. The LUMO energy (spin up / spin down) comes out at 4.5558 / 4.5562 eV. Its spin multiplicity is 2.

CARTESIAN COORDINATES (ANGSTROEM)
H -5.918 2.196 -2.514
O 0.962 1.740 -3.227
C 0.956 0.950 -2.272
C 0.544 2.447 -0.503
H 3.205 -2.704 -0.907
H 3.343 -2.085 3.462
O -1.495 2.359 3.320
Mn -0.888 -0.040 0.044
C -2.556 0.775 -0.959
H -1.414 -1.822 -3.022
C 1.773 -0.806 -3.854
C 0.816 4.892 0.876
H -4.593 -1.293 4.394
C -3.917 -1.091 3.572
H -5.000 0.004 -3.257
C -3.297 0.101 -1.947
H -3.141 0.781 4.359
C 0.000 -4.024 -1.024
C -0.971 -2.400 -2.225
C 5.270 -0.013 1.602
H 1.075 -1.609 3.252
H -0.346 3.963 2.427
C -3.835 -1.962 2.492
C -4.306 2.513 -1.113
H 0.652 0.071 2.896
C 2.933 0.492 1.316
H 0.975 -3.187 1.569
H 4.505 1.534 0.316
C -0.145 -2.847 -0.279
H 5.718 -1.634 2.938
Cl 0.973 6.395 1.759
C 2.804 -2.181 -1.772
H -2.638 2.609 0.184
C -3.126 0.045 3.566
C 2.470 -1.968 -4.114
C -0.050 2.638 0.783
C 1.136 -0.819 2.492
C -1.445 1.523 2.397
N -0.759 -1.863 -1.013
H -2.851 -2.313 0.594
C 1.615 -0.392 -2.532
H 3.548 -3.604 -3.200
C 0.465 -2.445 0.945
C 4.261 0.746 1.019
C 1.373 4.725 -0.375
H 6.309 0.184 1.362
C 3.603 -1.284 2.778
N 0.488 1.167 -1.032
H 2.149 1.058 0.832
C -4.999 1.806 -2.088
N 0.439 -1.206 1.274
N -2.193 -0.576 1.459
H 1.653 3.439 -2.052
H -2.959 -0.868 -2.293
H -0.582 -4.384 -3.145
C -3.130 2.004 -0.570
H -4.683 3.473 -0.770
H -4.441 -2.857 2.444
Cl 2.269 6.020 -1.143
C -0.530 -3.732 -2.284
H 0.474 -4.939 -0.696
H 1.345 -0.195 -4.635
C -2.961 -1.671 1.460
C -4.481 0.586 -2.499
C 3.002 -2.681 -3.049
N -0.768 1.546 1.253
C -2.280 0.275 2.493
C 1.232 3.529 -1.064
C 4.940 -1.031 2.483
C 2.591 -0.523 2.206
H 2.596 -2.322 -5.132
C 0.102 3.848 1.452
N 2.134 -1.065 -1.510

Mulliken atomic charge list, values in e, 5 entries: 0.334 -0.814 -0.668 -0.262 0.424